# 1
113
Properties=species:S:1:pos:R:3 method="wB97M-V/def2-TZVPD" homo_lumo_gap_ev=7.12 multiplicity=1 homo_energy_ev=-4.6 lumo_energy_ev=2.486 charge=-1
Cl -18.606 14.394 -10.402
O -17.476 14.623 -9.488
O -18.697 15.669 -11.054
O -18.286 13.341 -11.265
O -19.830 14.112 -9.674
C -23.514 10.200 -10.935
O -22.633 11.223 -10.561
C -21.524 10.714 -9.880
C -20.374 11.814 -9.874
N -19.976 12.297 -11.241
C -19.465 11.237 -12.125
C -19.239 11.942 -13.405
O -19.039 11.023 -14.417
C -18.161 11.518 -15.417
H -23.867 9.696 -10.035
H -23.108 9.589 -11.741
H -24.323 10.817 -11.325
H -21.199 9.739 -10.243
H -21.842 10.622 -8.841
H -19.496 11.377 -9.399
H -20.685 12.703 -9.324
H -19.264 13.011 -11.169
H -20.089 10.354 -12.267
H -18.502 10.884 -11.757
H -18.309 12.506 -13.339
H -20.061 12.604 -13.679
H -18.842 12.244 -15.861
H -17.801 10.754 -16.106
H -17.247 11.957 -15.019
C -13.468 18.745 -16.941
O -13.648 17.510 -16.174
C -13.724 16.363 -16.989
C -14.357 15.216 -16.230
N -15.806 15.465 -15.915
C -16.518 14.211 -15.862
C -16.234 13.563 -14.480
O -16.780 14.237 -13.268
C -18.100 13.805 -12.976
H -13.159 19.623 -16.374
H -14.435 18.882 -17.426
H -12.665 18.469 -17.625
H -12.655 16.219 -17.146
H -14.166 16.500 -17.976
H -13.559 15.154 -15.489
H -14.401 14.296 -16.812
H -15.744 15.697 -14.934
H -16.335 13.459 -16.630
H -17.597 14.369 -15.867
H -15.185 13.486 -14.196
H -16.594 12.535 -14.431
H -18.004 12.762 -12.675
H -18.844 13.917 -13.765
H -18.567 14.411 -12.199
C -16.737 18.159 -8.478
O -16.462 16.924 -7.893
C -17.537 15.972 -7.625
C -17.009 14.594 -7.223
N -15.865 14.473 -6.256
C -15.979 15.388 -5.110
C -17.334 15.338 -4.366
O -17.331 16.143 -3.259
C -16.662 15.499 -2.161
H -16.650 17.948 -9.544
H -16.170 18.905 -7.922
H -17.798 18.408 -8.471
H -18.101 15.899 -8.555
H -18.243 16.341 -6.882
H -16.602 14.266 -8.180
H -17.740 13.807 -7.037
H -14.946 14.509 -6.675
H -15.749 16.434 -5.311
H -15.278 14.887 -4.442
H -17.534 14.299 -4.105
H -18.169 15.682 -4.977
H -17.274 14.746 -1.664
H -16.611 16.314 -1.438
H -15.635 15.213 -2.388
O -19.798 13.443 -7.555
H -19.197 12.699 -7.554
H -19.619 13.896 -8.379
O -19.454 16.166 -13.261
H -19.120 15.555 -12.604
H -19.230 17.032 -12.920
C -15.983 11.961 -11.483
C -15.336 11.254 -12.729
O -14.172 10.480 -12.405
O -17.306 11.748 -11.474
H -15.910 13.048 -11.450
H -15.452 11.758 -10.553
H -15.014 12.053 -13.397
H -16.096 10.618 -13.183
H -14.283 10.002 -11.580
H -17.858 12.487 -11.209
C -16.123 16.666 -10.932
C -16.075 15.258 -11.673
O -15.339 14.377 -10.869
O -14.888 17.296 -11.091
H -16.350 16.603 -9.868
H -16.874 17.278 -11.430
H -15.675 15.448 -12.669
H -17.125 15.055 -11.886
H -15.656 14.350 -9.964
H -14.254 16.849 -10.525
C -17.794 12.288 -8.421
C -16.485 11.492 -8.771
O -16.830 10.470 -9.720
O -18.713 11.519 -7.663
H -18.291 12.503 -9.367
H -17.508 13.222 -7.936
H -16.113 10.969 -7.890
H -15.677 12.047 -9.248
H -16.609 10.851 -10.573
H -18.167 11.047 -7.030


# 2
108
Properties=species:S:1:pos:R:3 method="wB97M-V/def2-TZVPD" homo_lumo_gap_ev=8.75 multiplicity=1 homo_energy_ev=-8.3 lumo_energy_ev=0.419 smiles=COCCNCCOC.COCCNCCOC.COCCNCCOC.OCCO.OCCO.OCCO.O.O relative_energy_kj_mol=353.7
C -1.113 -0.494 -1.886
O -0.996 -0.080 -0.490
C 0.096 0.747 -0.248
C 1.422 0.061 -0.313
N 1.608 -0.961 0.712
C 2.772 -1.771 0.566
C 3.151 -2.185 -0.863
O 4.156 -1.484 -1.554
C 5.026 -2.126 -2.427
H -1.246 0.295 -2.626
H -1.961 -1.145 -2.100
H -0.194 -0.988 -2.202
H -0.186 1.164 0.718
H 0.058 1.589 -0.939
H 2.195 0.800 -0.105
H 1.575 -0.293 -1.332
H 1.750 -0.464 1.579
H 2.801 -2.688 1.155
H 3.564 -1.110 0.918
H 2.234 -2.378 -1.420
H 3.427 -3.237 -0.779
H 5.482 -3.036 -2.036
H 5.855 -1.592 -2.893
H 4.460 -2.345 -3.332
C -2.579 3.926 -3.591
O -1.458 4.366 -4.299
C -1.288 4.100 -5.663
C -0.290 2.993 -6.006
N 1.045 3.402 -5.736
C 1.881 2.195 -5.902
C 3.263 2.555 -5.253
O 3.128 2.408 -3.832
C 4.346 2.710 -2.957
H -3.273 4.722 -3.860
H -2.372 3.966 -2.522
H -2.897 2.928 -3.893
H -1.020 5.104 -5.991
H -2.258 3.891 -6.113
H -0.402 2.978 -7.090
H -0.582 1.979 -5.733
H 1.084 3.809 -4.813
H 2.041 1.929 -6.947
H 1.427 1.337 -5.407
H 3.720 3.484 -5.591
H 3.989 1.819 -5.598
H 4.584 3.753 -3.166
H 5.161 2.063 -3.281
H 4.135 2.453 -1.919
C 2.794 3.000 4.319
O 1.521 2.594 4.649
C 1.435 2.068 5.943
C 0.018 1.659 6.335
N -0.163 1.232 7.711
C 0.451 1.986 8.751
C -0.226 1.560 10.143
O -1.662 1.834 10.104
C -2.193 1.989 11.463
H 2.853 3.437 3.322
H 3.473 2.148 4.354
H 3.165 3.775 4.989
H 1.840 2.746 6.694
H 1.985 1.142 6.112
H -0.376 0.806 5.783
H -0.528 2.591 6.186
H -1.115 1.013 7.965
H 0.633 3.055 8.646
H 1.457 1.569 8.797
H 0.241 2.275 10.820
H 0.083 0.569 10.477
H -2.045 1.147 12.140
H -3.251 2.143 11.253
H -1.842 2.911 11.927
O -1.599 -2.760 2.667
H -0.850 -2.302 2.285
H -2.031 -3.177 1.922
O -3.834 -0.412 -6.452
H -4.209 0.330 -5.978
H -4.575 -0.799 -6.917
C -5.870 -3.841 -5.207
C -6.640 -4.114 -6.537
O -6.637 -2.983 -7.457
O -4.503 -3.994 -5.368
H -6.309 -4.552 -4.506
H -6.035 -2.814 -4.880
H -7.698 -4.299 -6.351
H -6.455 -5.081 -7.005
H -7.147 -3.185 -8.245
H -4.217 -3.316 -5.984
C -6.866 -1.095 -0.438
C -7.697 -0.890 0.867
O -8.508 -1.990 1.142
O -5.992 0.016 -0.713
H -7.501 -1.227 -1.314
H -6.204 -1.938 -0.240
H -8.395 -0.072 0.687
H -7.048 -0.625 1.701
H -9.387 -1.691 1.386
H -5.219 -0.105 -0.155
C 7.598 -3.693 1.765
C 7.255 -4.774 2.772
O 6.885 -6.006 2.046
O 8.723 -4.000 0.902
H 7.748 -2.763 2.313
H 6.769 -3.519 1.080
H 6.411 -4.471 3.391
H 8.088 -5.066 3.411
H 7.066 -6.003 1.104
H 9.013 -3.185 0.487